A cluster of 2 separate species, C3H5NO in total. Source: the OMol25 dataset; level of theory: ωB97M-V with the def2-TZVPD basis set.

Values from the calculation:
- Net charge: 0
- Kohn-Sham gap: 10.66 eV

Geometry (Å):
C: 0.95 -0.42 0.83
N: 1.82 -1.32 0.75
C: 0.96 -1.05 -0.47
H: 0.60 0.31 1.55
H: 1.43 -0.55 -1.31
H: 0.20 -1.80 -0.72
C: -1.49 1.21 -0.16
O: -0.93 1.08 -1.22
H: -1.94 0.36 0.41
H: -1.59 2.18 0.35

A structure of composition C3H5NO at a distorted geometry. Source: the OMol25 dataset; level of theory: ωB97M-V with the def2-TZVPD basis set.

Values from the calculation:
- Net charge: 0
- Kohn-Sham gap (spin up / spin down): 5.35 / 8.14 eV
- Multiplicity: 3

Geometry (Å):
C: 1.07 -0.59 0.65
C: 0.05 0.06 0.11
C: -1.38 0.14 0.07
N: 1.07 0.79 -0.75
O: 2.06 -0.05 -0.16
H: 1.25 -1.23 1.54
H: -1.70 -0.92 -0.19
H: -1.75 0.24 1.09
H: -1.90 0.78 -0.63
H: 1.23 0.79 -1.73

An isolated molecule of C3H5NO at a distorted geometry. Source: the OMol25 dataset; level of theory: ωB97M-V with the def2-TZVPD basis set.

Values from the calculation:
- Net charge: 0
- Kohn-Sham gap (spin up / spin down): 6.86 / 10.54 eV
- Multiplicity: 3

Geometry (Å):
C: -2.39 -0.20 0.21
C: -0.36 -0.45 -0.63
C: 0.57 0.46 0.12
N: -1.43 -1.06 0.11
O: -3.02 0.74 -0.09
H: -0.65 -0.14 -1.62
H: 0.54 1.49 -0.25
H: 1.59 0.10 0.02
H: 0.32 0.47 1.18
H: -1.33 -1.87 0.70

An isolated molecule of C3H5NO2. Source: the OMol25 dataset; level of theory: ωB97M-V with the def2-TZVPD basis set.

Values from the calculation:
- Net charge: 0
- Kohn-Sham gap: 10.64 eV

Geometry (Å):
H: -1.42 -0.78 2.07
N: -0.76 -0.57 1.32
C: -1.07 -1.02 0.19
O: -0.35 -0.78 -0.92
C: 0.35 0.46 -0.96
C: 1.31 0.77 0.18
O: 1.57 1.91 0.45
H: -1.97 -1.58 -0.08
H: -0.38 1.28 -1.01
H: 0.92 0.43 -1.90
H: 1.79 -0.09 0.69

An isolated molecule of C3H5NO2 at a distorted geometry. Source: the OMol25 dataset; level of theory: ωB97M-V with the def2-TZVPD basis set.

Values from the calculation:
- Net charge: 0
- Kohn-Sham gap: 10.80 eV

Geometry (Å):
O: 0.11 1.18 1.62
C: -0.46 0.13 1.58
C: -0.69 -0.67 0.30
N: -0.20 0.01 -0.93
C: 1.10 0.24 -1.23
O: 2.16 -0.07 -0.78
H: -0.88 -0.34 2.50
H: -0.19 -1.65 0.44
H: -1.76 -0.91 0.23
H: -0.39 0.73 -1.71
H: 0.94 0.94 -2.20

A cluster of 2 separate species, C3H5NO2 in total at a distorted geometry. Source: the OMol25 dataset; level of theory: ωB97M-V with the def2-TZVPD basis set.

Values from the calculation:
- Net charge: 0
- Kohn-Sham gap: 8.52 eV

Geometry (Å):
O: 0.94 0.44 1.62
C: 0.11 0.06 0.60
C: -0.98 0.92 0.07
O: -1.28 0.10 -1.03
C: 0.56 -0.64 -0.53
N: 1.39 -1.28 -1.17
H: 1.85 0.48 1.30
H: -1.32 -0.95 0.26
H: -1.81 1.01 0.77
H: -0.66 1.94 -0.16
H: 1.19 -2.08 -1.74

A structure of composition C3H5NO2 at a distorted geometry. Source: the OMol25 dataset; level of theory: ωB97M-V with the def2-TZVPD basis set.

Values from the calculation:
- Net charge: 0
- Kohn-Sham gap: 10.94 eV

Geometry (Å):
N: 1.52 -0.47 0.47
C: 0.28 -0.07 -0.14
C: -1.05 -0.71 0.18
O: -1.67 0.61 0.10
C: -0.46 1.24 -0.03
O: -0.21 2.40 -0.10
H: 2.06 0.34 0.80
H: 1.66 -0.58 -0.56
H: 0.43 -0.21 -1.30
H: -1.39 -1.39 -0.60
H: -1.16 -1.15 1.18

An isolated molecule of C3H5NO2. Source: the OMol25 dataset; level of theory: ωB97M-V with the def2-TZVPD basis set.

Values from the calculation:
- Net charge: 0
- Kohn-Sham gap (spin up / spin down): 8.59 / 8.59 eV

Geometry (Å):
N: -1.38 0.85 0.34
C: -0.56 -0.20 0.50
O: -0.72 -0.96 1.50
C: 0.47 -0.51 -0.48
C: 1.34 0.39 -0.93
O: 0.33 -1.92 1.59
H: -1.32 1.37 -0.52
H: -2.14 1.03 0.98
H: 0.49 -1.56 -0.78
H: 2.09 0.12 -1.67
H: 1.39 1.39 -0.52

A cluster of 2 separate species, C3H5NO2 in total at a distorted geometry. Source: the OMol25 dataset; level of theory: ωB97M-V with the def2-TZVPD basis set.

Values from the calculation:
- Net charge: 0
- Kohn-Sham gap (spin up / spin down): 7.83 / 7.38 eV

Geometry (Å):
C: -0.60 0.67 1.42
C: 0.01 1.47 0.67
C: -0.31 0.21 -1.60
O: -0.14 -1.72 0.10
O: 1.25 -1.76 0.35
N: -0.14 1.25 -1.02
H: 1.33 -1.21 1.15
H: -1.19 -0.18 1.67
H: 0.67 2.31 0.82
H: -0.67 0.10 -2.62
H: -0.19 -1.15 -0.96

An isolated molecule of C3H5NO2. Source: the OMol25 dataset; level of theory: ωB97M-V with the def2-TZVPD basis set.

Values from the calculation:
- Net charge: 0
- Kohn-Sham gap: 11.26 eV

Geometry (Å):
H: -2.28 -0.83 -1.25
N: -2.05 0.03 -0.75
C: -0.85 0.01 -0.37
C: -0.13 1.00 0.51
O: 1.23 0.76 0.22
C: 1.27 -0.63 0.06
O: 0.06 -0.99 -0.60
H: -0.38 2.05 0.38
H: -0.37 0.73 1.55
H: 2.11 -0.92 -0.57
H: 1.31 -1.14 1.03

Energy relative to the best compared isomer or geometry (same formula, charge and spin) values (in kcal/mol) by entry order: 77.2; 90.3; 0.0; 40.7; 58.4; 160.3; 64.9; 116.4; 231.2; 31.8.